(1)
This record from OMol25 describes one molecule with the formula C17H29N3O3. The level of theory is ωB97M-V/def2-TZVPD.

Calculated values
max |F|	0.0101	hartree/bohr
gap between HOMO and LUMO	0.34608	Eh
SMILES	CCCCCCN/C(CC)=C1/C(=O)NC(=O)N(CCCC)C1=O
DFT total energy	-28715.0563	eV

Atoms and positions in Å:
C -2.831 -2.156 0.730
C -4.186 -1.475 0.898
C -4.624 -0.645 -0.316
C -4.242 0.838 -0.293
C -2.741 1.127 -0.415
C -2.074 1.359 0.949
N -0.649 1.152 0.905
C 0.322 1.960 0.519
C 1.651 1.476 0.501
C 1.916 0.085 0.797
O 1.042 -0.726 1.131
N 3.215 -0.377 0.690
C 4.307 0.421 0.431
O 5.439 0.001 0.390
N 4.011 1.742 0.235
C 2.765 2.358 0.220
O 2.732 3.555 -0.003
H 4.800 2.353 0.054
C 3.482 -1.797 0.888
C 3.745 -2.517 -0.436
C 2.575 -2.463 -1.420
C 1.346 -3.223 -0.933
H 0.588 -3.250 -1.712
H 0.917 -2.742 -0.059
H 1.609 -4.247 -0.675
H 2.304 -1.422 -1.611
H 2.910 -2.892 -2.367
H 3.978 -3.558 -0.206
H 4.626 -2.069 -0.898
H 4.369 -1.879 1.521
H 2.620 -2.219 1.401
C -0.011 3.351 0.084
H 0.718 4.044 0.503
H -1.005 3.625 0.435
C 0.042 3.472 -1.443
H -0.325 4.450 -1.743
H -0.566 2.707 -1.920
H 1.066 3.372 -1.787
H -0.313 0.198 1.116
H -2.315 2.362 1.313
H -2.464 0.641 1.672
H -2.248 0.293 -0.917
H -2.590 2.014 -1.032
H -4.755 1.314 -1.132
H -4.628 1.298 0.619
H -5.713 -0.689 -0.385
H -4.226 -1.103 -1.224
H -4.930 -2.258 1.065
H -4.183 -0.846 1.791
H -2.601 -2.752 1.611
H -2.850 -2.821 -0.131
H -2.024 -1.444 0.589

***

(2)
This record from OMol25 describes C2H4N2O2S as an isolated structure in a non-equilibrium geometry. The level of theory is ωB97M-V/def2-TZVPD.

Calculated values
max |F|	0.1320	hartree/bohr
gap between HOMO and LUMO	0.35618	Eh
DFT total energy	-20043.7105	eV

Atoms and positions in Å:
C 0.251 0.207 -0.082
C 0.334 -2.442 -0.814
H -0.859 3.054 0.751
H 1.120 0.949 2.016
H -1.111 1.348 -0.872
H -0.513 -2.004 -1.478
N 0.409 1.265 0.886
N -0.356 0.539 -1.066
O -0.936 2.042 1.149
O 0.626 -3.651 -0.753
S 1.035 -1.308 0.263